Record 1
The following is a quantum chemistry calculation of 2 unconnected molecules or ions with the total composition C4H12NO2S at a distorted geometry, from the OMol25 dataset.

```
20
Properties=species:S:1:pos:R:3:forces:R:3:lowdin_charge:R:1
C -0.1887 -0.8024 -0.0502 -1.094 -1.588 1.115 -0.318
N 0.5936 0.1645 0.7091 1.351 1.530 -0.137 -0.091
C 1.1710 1.4113 0.0550 0.626 -2.060 0.948 -0.218
O 2.4888 1.1257 -0.6048 -1.451 -1.736 -1.395 -0.179
C -1.4140 -0.2162 -0.7072 -0.651 1.976 1.773 -0.378
C -2.4333 -1.1312 -1.2668 -2.369 -1.168 -3.068 -0.862
S -3.2270 -2.2652 -0.1069 0.109 -0.142 0.518 0.077
H 0.3626 -1.2790 -0.8774 0.298 -0.362 0.302 0.103
H -0.4687 -1.5678 0.7925 0.252 0.974 -2.055 0.124
H 1.2751 -0.4624 1.1645 0.127 1.446 -0.045 0.101
H 0.3611 1.7282 -0.6814 1.382 0.138 1.087 0.107
H 1.5345 2.1979 0.8569 -1.319 -1.483 -1.640 0.125
H -0.9444 0.4549 -1.4620 -1.010 0.148 0.134 0.091
H -2.0238 0.3023 0.1135 1.193 0.157 -1.038 0.118
H -1.9687 -1.7388 -2.0757 -0.067 0.171 0.240 0.024
H -3.3780 -0.6299 -1.8726 2.626 -0.342 1.481 0.075
H 2.3805 0.2995 -1.2250 0.033 2.396 1.837 0.113
H 3.9092 2.6817 1.8454 2.614 1.781 1.097 0.100
H 5.1036 2.9587 1.1081 1.414 -0.116 -1.892 -0.016
O 4.8268 3.1965 1.9643 -4.064 -1.718 0.737 -0.096
```
Positions in Å, forces in eV/Å.

- Max |F|: 0.0870 hartree/bohr
- Energy above the lowest of the compared OMol25 structures with the same formula, charge and spin: 2.290 eV
- HOMO-LUMO gap: 5.1 eV
- LUMO energy: 2.8 eV
- Highest occupied orbital energy: -2.38 eV
- Net charge: -1

***

Record 2
The following is a quantum chemistry calculation of 2 unconnected molecules or ions with the total composition C4H12NO2S at a distorted geometry, from the OMol25 dataset.

```
20
Properties=species:S:1:pos:R:3:forces:R:3:lowdin_charge:R:1
C 1.4193 0.1081 -0.4818 -0.423 0.579 -1.210 -0.198
O 1.6256 1.3192 0.1435 -0.466 -0.359 -1.243 0.005
C -0.0548 -0.0060 -1.1327 0.127 -1.086 -2.300 -0.404
C -1.1472 0.1711 -0.1579 -1.101 -1.950 4.268 -0.258
C -1.8204 -1.2132 0.0225 -1.817 -0.188 2.691 -0.454
S -1.5042 -2.2539 1.6498 0.485 0.053 -2.207 0.639
N -0.4410 0.9889 -2.1639 2.906 -0.230 -0.278 0.020
H 2.2324 0.0887 -1.3072 -1.060 0.018 0.824 0.175
H 1.6850 -0.6944 0.2128 -0.237 -0.282 -0.078 0.125
H -0.2199 -1.0931 -1.5956 1.136 2.378 0.707 0.159
H -0.7459 0.4847 0.8429 -0.238 -0.262 -0.697 0.122
H -2.0440 0.8013 -0.2659 1.064 0.475 -1.143 0.122
H -1.4592 -1.9618 -0.6390 0.028 -0.401 -0.806 0.014
H -2.9375 -1.1015 -0.0835 1.194 -0.446 0.142 0.081
H -2.0159 -1.5070 2.5762 -0.590 1.015 0.711 -0.215
H -0.3775 1.8500 -1.5711 0.163 -0.282 -1.613 0.089
H 0.3211 0.9320 -2.9219 -1.496 0.925 1.382 0.106
H 3.1867 0.8894 2.6984 -1.481 0.265 0.054 0.036
H 2.0880 1.1321 1.5485 0.542 0.036 3.642 0.010
O 2.2094 1.0654 2.6260 1.262 -0.258 -2.846 -0.173
```
Positions in Å, forces in eV/Å.

- Max |F|: 0.0937 hartree/bohr
- ⟨S²⟩: 0.754
- Energy above the lowest of the compared OMol25 structures with the same formula, charge and spin: 2.476 eV
- 2S+1: 2
- HOMO-LUMO gap (alpha / beta): 9.8 / 6.4 eV
- LUMO energy (alpha / beta): 0.7 / -2.8 eV
- Highest occupied orbital energy (alpha / beta): -9.11 / -9.12 eV

***

Record 3
The following is a quantum chemistry calculation of 2 unconnected molecules or ions with the total composition C4H12NO2S at a distorted geometry, from the OMol25 dataset.

```
20
Properties=species:S:1:pos:R:3:forces:R:3:lowdin_charge:R:1
O 0.5329 1.4451 2.7432 -0.152 0.157 0.032 0.135
C -0.3771 1.6377 1.9986 0.384 -0.304 -0.389 -0.200
C -0.5929 0.7351 0.7746 -0.738 0.197 0.718 -0.269
C 0.6892 0.3306 0.0776 -0.264 0.692 -0.786 -0.185
C 0.5628 -0.2390 -1.3460 0.245 -0.104 -0.236 -0.518
S -0.9600 -1.1262 -1.7725 0.128 -0.223 -0.075 0.807
N -1.5982 1.3821 -0.1514 0.623 0.251 -0.513 0.182
H -1.1228 2.4440 2.1334 -0.025 0.111 0.209 0.137
H -1.1576 -0.1065 1.1756 0.113 -0.372 -0.093 0.162
H 1.2596 1.2443 -0.0552 0.442 0.179 0.269 0.130
H 1.2597 -0.3265 0.7246 -0.065 -0.095 0.018 0.114
H 1.4338 -0.8575 -1.5262 -0.127 -0.370 0.082 0.056
H 0.6538 0.5098 -2.1382 -0.276 0.301 0.295 0.079
H -0.8298 -2.1269 -0.8923 -0.060 -0.049 0.060 -0.099
H -2.4262 1.7430 0.3228 -0.081 -0.243 0.022 0.169
H -1.8178 0.6345 -0.8522 -0.350 -0.076 0.164 0.049
H -1.1996 2.1555 -0.6877 0.119 0.091 0.123 0.176
H 3.3311 -2.4097 -0.3050 -0.087 -0.167 0.183 0.064
H 2.2160 -2.8729 0.6713 0.270 -0.171 0.025 0.055
O 2.3980 -2.3087 -0.0842 -0.098 0.195 -0.108 -0.044
```
Positions in Å, forces in eV/Å.

- Max |F|: 0.0210 hartree/bohr
- Energy above the lowest of the compared OMol25 structures with the same formula, charge and spin: 1.333 eV
- HOMO-LUMO gap: 10.1 eV
- LUMO energy: -3.5 eV
- Highest occupied orbital energy: -13.56 eV
- Net charge: +1

***

Record 4
The following is a quantum chemistry calculation of a molecular structure, C4H12NO3 at a distorted geometry, from the OMol25 dataset.

```
20
Properties=species:S:1:pos:R:3:forces:R:3:lowdin_charge:R:1
C -0.3952 -0.5359 -1.3698 1.026 -0.654 -0.786 -0.084
C -1.1876 0.0691 -0.2143 -0.216 -1.324 -1.079 -0.483
C -1.3922 -0.9684 0.8932 -0.293 0.231 0.553 -0.249
O -1.9210 -2.2224 0.4473 -0.370 0.163 -0.273 -0.092
N -0.7877 1.3897 0.2155 3.442 -0.096 0.318 0.023
C 0.7528 1.2185 1.0939 1.222 -1.280 4.800 -0.279
O 1.8968 0.4422 0.8374 -1.509 0.880 -1.550 -0.145
H -0.8075 -1.4489 -1.8196 -0.528 0.175 0.370 0.063
H 0.6189 -0.8549 -1.1062 -0.057 0.316 0.420 0.065
H -0.2046 0.1321 -2.2117 -0.272 0.400 0.266 0.071
H -2.2104 0.1873 -0.5970 -0.151 0.457 -0.075 0.122
H -0.4751 -1.2183 1.4239 0.088 0.101 -0.073 0.114
H -2.1233 -0.5281 1.5865 0.316 0.015 0.288 0.112
H -2.8007 -2.0407 0.0822 0.375 -0.107 0.046 0.079
H 0.3157 1.4947 -0.0685 -2.685 0.633 -2.879 0.053
H 1.0513 2.2411 1.3440 -0.424 0.340 -0.559 0.107
H 0.3935 0.7879 2.0302 -0.407 0.226 -0.065 0.089
H 3.3211 1.1298 -1.8098 0.311 0.208 -0.051 -0.129
H 2.1878 0.6888 -0.1647 0.687 -0.819 -0.459 0.014
O 2.5182 0.6400 -1.6442 -0.557 0.135 0.788 -0.449
```
Positions in Å, forces in eV/Å.

- Max |F|: 0.0995 hartree/bohr
- Energy above the lowest of the compared OMol25 structures with the same formula, charge and spin: 4.209 eV
- HOMO-LUMO gap: 7.4 eV
- LUMO energy: 3.4 eV
- Highest occupied orbital energy: -3.96 eV
- Net charge: -1

***

Record 5
The following is a quantum chemistry calculation of C4H12NO3P in the gas phase at a distorted geometry, from the OMol25 dataset.

```
21
Properties=species:S:1:pos:R:3:forces:R:3:lowdin_charge:R:1
C -2.3047 0.8068 1.3330 1.878 -0.490 1.636 -0.244
N -1.4918 -0.1818 0.6025 3.859 0.815 -1.801 -0.215
P 0.1139 -0.1096 0.2575 -4.234 -1.120 1.655 0.503
O 0.6327 -1.5810 0.0124 0.916 -0.667 0.288 -0.231
C 0.0997 -2.4249 -0.9637 -1.822 -1.010 -2.843 -0.152
O 0.6017 0.5722 -1.0976 0.772 0.201 0.067 -0.260
C -0.3217 1.3434 -1.8338 -2.909 0.516 0.391 -0.130
O 1.0629 0.3491 1.4397 0.035 0.151 0.862 -0.256
C 2.5277 0.4188 1.3880 -0.122 -0.978 0.167 -0.064
H -2.9964 0.1023 1.8763 0.151 1.565 -0.289 0.072
H -2.7857 1.6697 0.8154 0.020 -1.003 -0.200 0.052
H -1.5660 1.3041 2.0577 -1.520 -0.483 -0.333 0.069
H -0.8718 -1.9966 -1.3614 0.707 -0.713 0.868 0.090
H -0.0469 -3.5013 -0.6685 0.016 1.364 0.581 0.097
H 0.6566 -2.5621 -1.9389 0.445 0.778 1.252 0.092
H -1.2302 1.5199 -1.0787 1.692 0.068 -2.005 0.096
H -0.7482 0.7112 -2.6901 0.787 1.073 1.030 0.105
H 0.1295 2.3154 -2.1819 -0.398 -1.186 0.367 0.094
H 3.1130 -0.4378 1.9778 -1.791 1.886 -1.016 0.132
H 2.8102 1.4493 1.7257 -0.088 -1.141 -0.408 0.097
H 2.6155 0.2326 0.3288 1.608 0.376 -0.270 0.053
```
Positions in Å, forces in eV/Å.

- Max |F|: 0.0911 hartree/bohr
- Energy above the lowest of the compared OMol25 structures with the same formula, charge and spin: 1.937 eV
- HOMO-LUMO gap: 9.1 eV
- LUMO energy: 0.8 eV
- Highest occupied orbital energy: -8.23 eV

***

Record 6
The following is a quantum chemistry calculation of 3 unconnected molecules or ions with the total composition C4H12NO4 at a distorted geometry, from the OMol25 dataset.

```
21
Properties=species:S:1:pos:R:3:forces:R:3:lowdin_charge:R:1
C -2.4135 -0.6889 0.5657 2.527 -2.153 -2.163 -0.098
C -1.1676 0.0109 -0.1403 -2.915 0.073 -1.784 -0.237
N -1.0986 -0.3003 -1.6364 0.211 1.214 1.635 -0.111
C 0.2057 0.2374 -2.1526 -0.639 -2.858 -0.993 -0.149
C 1.5197 0.0190 -1.2649 -2.355 2.943 -1.514 -0.802
O 2.2548 -0.8655 -1.5472 2.023 -4.205 -1.242 0.010
O 1.7771 0.9473 -0.5035 -0.005 2.042 2.123 -0.088
H -2.5281 -1.6899 0.0765 -0.032 0.536 0.119 0.064
H -3.3764 -0.2501 0.5061 -0.570 0.960 0.138 0.039
H -2.0748 -0.9835 1.5251 -0.221 0.215 1.423 0.035
H -1.5389 1.1009 -0.1344 1.907 -1.175 0.415 0.132
H -0.1911 -0.3212 0.2714 -0.876 0.845 0.518 0.096
H -1.2215 -1.2825 -1.8675 0.398 0.111 0.560 0.074
H 0.0110 1.2401 -2.5507 0.521 -0.021 0.415 0.094
H 0.4058 -0.4919 -2.9759 -0.021 1.051 -0.030 0.098
H 2.4022 -0.5210 2.3639 1.137 2.356 -0.651 -0.017
H 1.1834 -1.0541 3.1043 1.308 -0.258 -1.106 0.060
O 1.9363 -1.3028 2.4995 -2.543 -2.033 1.665 -0.059
H 1.9077 2.6310 1.3258 -0.844 -0.960 -0.215 0.016
H 0.8730 1.4398 0.8865 1.725 2.237 1.404 0.034
O 1.1339 2.1253 1.6486 -0.734 -0.920 -0.718 -0.191
```
Positions in Å, forces in eV/Å.

- Max |F|: 0.0939 hartree/bohr
- Energy above the lowest of the compared OMol25 structures with the same formula, charge and spin: 2.806 eV
- HOMO-LUMO gap: 7.8 eV
- LUMO energy: 3.6 eV
- Highest occupied orbital energy: -4.21 eV
- Net charge: -1